(A)
Formula: C5H13NS
Source: OMol25
Level of theory: ωB97M-V/def2-TZVPD

Results
Frontier orbital gap = 9.77 eV
SMILES = CCNCCCS
Lowest unoccupied orbital energy = 0.98 eV

Last columns: bonded neighbours and bond lengths (Å).
Positions of all 20 atoms, in Å:
1 C 0.99532 1.04784 -2.92055  C2 1.523, H8 1.087, H9 1.065, H10 1.103
2 C 0.61144 2.05336 -1.84353  C1 1.523, N3 1.471, H11 1.080, H12 1.105
3 N 0.29418 1.33147 -0.60226  C2 1.471, C4 1.474, H13 1.016
4 C 1.28624 0.54203 0.14905  N3 1.474, C5 1.533, H14 1.095, H15 1.123
5 C 0.59394 -0.72955 0.65340  C4 1.533, C6 1.550, H16 1.075, H17 1.138
6 C -0.79067 -0.40438 1.27010  C5 1.550, S7 1.839, H18 1.087, H19 1.077
7 S -1.44640 -2.02660 1.83567  C6 1.839, H20 1.356
8 H 1.61419 0.18453 -2.69169  C1 1.087
9 H 0.04597 0.77947 -3.32157  C1 1.065
10 H 1.47786 1.49296 -3.80749  C1 1.103
11 H -0.20144 2.70398 -2.13080  C2 1.080
12 H 1.48705 2.72382 -1.78040  C2 1.105
13 H 0.10772 2.10964 0.02351  N3 1.016
14 H 1.77279 1.21321 0.86412  C4 1.095
15 H 2.18460 0.23919 -0.45360  C4 1.123
16 H 0.67019 -1.51844 -0.07284  C5 1.075
17 H 1.35774 -1.13092 1.39560  C5 1.138
18 H -0.97216 0.25633 2.11368  C6 1.087
19 H -1.45278 -0.06212 0.49242  C6 1.077
20 H -2.64868 -1.82916 1.23949  S7 1.356

(B)
Formula: C5H13NS
Source: OMol25
Level of theory: ωB97M-V/def2-TZVPD

Results
Frontier orbital gap = 9.44 eV
SMILES = CCN[C@@H](C)CS
Lowest unoccupied orbital energy = 0.96 eV

Last columns: bonded neighbours and bond lengths (Å).
Positions of all 20 atoms, in Å:
1 C -1.26869 -1.95857 -1.76839  C2 1.565, H8 1.067, H9 1.194, H10 1.148
2 C -1.22539 -1.27789 -0.35932  C1 1.565, N3 1.434, H11 1.094, H12 1.142
3 N -0.69025 0.05042 -0.27729  C2 1.434, C4 1.488, H13 0.987
4 C 0.35684 0.40884 0.71667  N3 1.488, C5 1.494, C6 1.554, H14 1.092
5 C 1.71807 0.27418 0.11699  C4 1.494, H15 1.049, H16 1.082, H17 1.067
6 C 0.03012 1.87347 1.12101  C4 1.554, S7 1.711, H18 1.089, H19 1.094
7 S 0.72892 2.76730 2.40233  C6 1.711, H20 1.411
8 H -0.28324 -2.04248 -2.16976  C1 1.067
9 H -1.74208 -3.02061 -2.04099  C1 1.194
10 H -1.80424 -1.25587 -2.50090  C1 1.148
11 H -0.60577 -2.01881 0.15507  C2 1.094
12 H -2.19932 -1.36021 0.23132  C2 1.142
13 H -0.57034 0.62614 -1.07027  N3 0.987
14 H 0.36630 -0.24682 1.58954  C4 1.092
15 H 2.00795 -0.72584 0.24761  C5 1.049
16 H 1.65569 0.44672 -0.94968  C5 1.082
17 H 2.41121 0.91152 0.61901  C5 1.067
18 H 0.07382 2.45728 0.20315  C6 1.089
19 H -1.01718 1.78926 1.42561  C6 1.094
20 H 2.05761 2.30195 2.30827  S7 1.411

(C)
Formula: C5H13NS
Source: OMol25
Level of theory: ωB97M-V/def2-TZVPD

Results
Frontier orbital gap = 9.26 eV
SMILES = CN[C@@H](C)CCS
Lowest unoccupied orbital energy = 0.94 eV

Last columns: bonded neighbours and bond lengths (Å).
Positions of all 20 atoms, in Å:
1 C -0.77626 3.12676 0.20488  N2 1.510, H8 1.117, H9 1.039, H10 1.074
2 N 0.12564 1.98956 -0.20982  C1 1.510, C3 1.406, H11 1.063
3 C -0.52069 0.89913 -0.81701  N2 1.406, C4 1.582, C5 1.630, H12 1.190
4 C -0.43963 0.42598 -2.32463  C3 1.582, H13 1.094, H14 1.151, H15 1.126
5 C -0.79425 -0.30029 0.25241  C3 1.630, C6 1.649, H16 1.073, H17 1.137
6 C 0.62750 -0.92231 0.80869  C5 1.649, S7 1.764, H18 1.165, H19 1.047
7 S 0.86335 -2.64678 1.09345  C6 1.764, H20 1.360
8 H -0.37489 4.10525 0.56354  C1 1.117
9 H -1.54055 3.24181 -0.48985  C1 1.039
10 H -1.35525 2.73398 1.01946  C1 1.074
11 H 1.06725 2.39176 -0.49367  N2 1.063
12 H -1.66095 1.23058 -0.74357  C3 1.190
13 H 0.20846 0.93507 -3.04427  C4 1.094
14 H -0.12904 -0.67331 -2.46160  C4 1.151
15 H -1.48412 0.11067 -2.60281  C4 1.126
16 H -1.37139 -0.20741 1.15213  C5 1.073
17 H -1.43724 -1.01806 -0.35140  C5 1.137
18 H 1.45021 -0.73573 0.00532  C6 1.165
19 H 1.13599 -0.33632 1.51237  C6 1.047
20 H 2.21853 -2.73236 1.16173  S7 1.360

(D)
Formula: C5H13NS
Source: OMol25
Level of theory: ωB97M-V/def2-TZVPD

Results
Frontier orbital gap (spin up / spin down) = 4.74 / 4.87 eV
Lowest unoccupied orbital energy (spin up / spin down) = -1.58 / -1.58 eV

Last columns: bonded neighbours and bond lengths (Å).
Positions of all 20 atoms, in Å:
1 C -0.36681 -0.71528 1.69878  S7 1.749, H8 1.084, H9 1.120
2 C -0.50519 -1.82929 -0.88771  S7 1.746, H10 1.042, H11 1.109
3 C 2.34964 0.24871 0.42734  C4 1.523, H12 1.122, H13 1.092, H14 1.055
4 C 1.58185 0.53664 -0.85628  C3 1.523, C5 1.438, H15 1.117, H16 1.081
5 C 0.21092 0.93514 -0.68358  C4 1.438, S7 1.963, H17 1.093, H18 1.085
6 N -3.43775 1.06247 -0.24197  H19 1.020, H20 1.057
7 S -0.95978 -0.44603 0.07550  C1 1.749, C2 1.746, C5 1.963
8 H -0.55968 0.04673 2.44589  C1 1.084
9 H -0.38360 -1.81599 1.90290  C1 1.120
10 H -0.06597 -1.63426 -1.81208  C2 1.042
11 H -0.75550 -2.82184 -0.46145  C2 1.109
12 H 2.40668 1.20543 1.01147  C3 1.122
13 H 1.76499 -0.35547 1.12349  C3 1.092
14 H 3.19935 -0.31585 0.15777  C3 1.055
15 H 1.53822 -0.39234 -1.47443  C4 1.117
16 H 2.15118 1.36296 -1.25785  C4 1.081
17 H 0.00008 1.73039 0.03533  C5 1.093
18 H -0.32338 1.09351 -1.61491  C5 1.085
19 H -4.32459 0.56052 -0.28320  N6 1.020
20 H -3.52069 1.54384 0.69502  N6 1.057

Energies in eV, measured from the most stable structure: (A) 0.000; (B) 0.153; (C) 1.933; (D) 7.038.

(A)
Formula: C5H13NS
Source: OMol25
Level of theory: ωB97M-V/def2-TZVPD

Results
Frontier orbital gap = 2.25 eV
Lowest unoccupied orbital energy = -4.32 eV

Last columns: bonded neighbours and bond lengths (Å).
Positions of all 20 atoms, in Å:
1 C -1.71080 2.54700 2.15004  C6 1.543, H8 1.124, H9 1.104, H10 1.110
2 N -0.78581 -0.45472 1.68363  C3 1.243
3 C -1.43279 -1.30123 1.04368  N2 1.243, H11 1.104, H12 1.143
4 C 2.58939 -0.88026 -4.13903  S5 1.785, H13 1.080, H14 1.074
5 S 1.09186 -1.78515 -3.78817  C4 1.785, H15 1.348
6 C -1.23325 1.58868 3.26176  C1 1.543, C7 1.531, H16 1.116, H17 1.095
7 C 0.26255 1.73372 3.55337  C6 1.531, H18 1.080, H19 1.115, H20 1.117
8 H -1.89319 3.55393 2.61571  C1 1.124
9 H -2.66080 2.25530 1.66835  C1 1.104
10 H -0.90629 2.63344 1.39078  C1 1.110
11 H -1.82075 -2.25823 1.43497  C3 1.104
12 H -1.65763 -1.29942 -0.07703  C3 1.143
13 H 2.48864 -0.06601 -4.84181  C4 1.080
14 H 2.86836 -0.56188 -3.15149  C4 1.074
15 H 1.71284 -2.96614 -3.97639  S5 1.348
16 H -1.35884 0.57624 2.81048  C6 1.116
17 H -1.81678 1.94912 4.11563  C6 1.095
18 H 0.69964 2.61370 4.00283  C7 1.080
19 H 0.68366 0.81381 4.02307  C7 1.115
20 H 0.81318 1.69594 2.58268  C7 1.117

(B)
Formula: C5H13NS
Source: OMol25
Level of theory: ωB97M-V/def2-TZVPD

Results
Frontier orbital gap = 9.56 eV
SMILES = CCN[C@@H](C)CS
Lowest unoccupied orbital energy = 0.95 eV

Last columns: bonded neighbours and bond lengths (Å).
Positions of all 20 atoms, in Å:
1 C -2.64005 -0.85765 -0.81508  C2 1.525, H8 1.074, H9 1.092, H10 1.085
2 C -1.16642 -1.02236 -0.45960  C1 1.525, N3 1.479, H11 1.148, H12 1.099
3 N -0.62856 0.35172 -0.36583  C2 1.479, C4 1.469, H13 1.027
4 C 0.81967 0.49803 -0.17150  N3 1.469, C5 1.528, C6 1.584, H14 1.090
5 C 1.27835 1.95074 -0.05714  C4 1.528, H15 1.119, H16 1.117, H17 1.092
6 C 1.23007 -0.28417 1.14290  C4 1.584, S7 1.809, H18 1.104, H19 1.100
7 S 3.01979 -0.38976 1.38245  C6 1.809, H20 1.313
8 H -3.10530 -0.06237 -0.26390  C1 1.074
9 H -2.85291 -0.74527 -1.88051  C1 1.092
10 H -3.16896 -1.77609 -0.58068  C1 1.085
11 H -0.54570 -1.60280 -1.23184  C2 1.148
12 H -1.06135 -1.51851 0.51518  C2 1.099
13 H -1.07319 0.66654 0.50450  N3 1.027
14 H 1.20651 -0.01569 -1.05130  C4 1.090
15 H 0.66765 2.52063 -0.80188  C5 1.119
16 H 0.86048 2.33355 0.90529  C5 1.117
17 H 2.36551 2.02956 -0.11745  C5 1.092
18 H 0.66219 0.17799 1.96951  C6 1.104
19 H 0.82935 -1.30903 1.15059  C6 1.100
20 H 3.30285 -0.94507 0.22627  S7 1.313

Energies in eV, measured from the most stable structure: (A) 8.662; (B) 0.000.

(A)
Formula: C4H13NO2S
Source: OMol25
Level of theory: ωB97M-V/def2-TZVPD

Results
Frontier orbital gap = 9.74 eV
SMILES = OCNCCCS.O
Lowest unoccupied orbital energy = 0.72 eV

Last columns: bonded neighbours and bond lengths (Å).
Positions of all 21 atoms, in Å:
1 O 0.54473 -0.17426 2.83041  C2 1.385, H8 0.964
2 C 0.91578 -0.95671 1.74984  O1 1.385, N3 1.425, H9 1.099, H10 1.100
3 N 0.22694 -0.54378 0.57305  C2 1.425, C4 1.443, H11 1.014
4 C 0.34089 -1.46304 -0.53351  N3 1.443, C5 1.520, H12 1.089, H13 1.087
5 C -0.21706 -0.90630 -1.83309  C4 1.520, C6 1.522, H14 1.088, H15 1.087
6 C -1.64009 -0.36952 -1.88788  C5 1.522, S7 1.825, H16 1.078, H17 1.076
7 S -1.99767 1.22365 -1.07190  C6 1.825, H18 1.338
8 H 0.83210 0.74111 2.73829  O1 0.964
9 H 0.83202 -2.00375 2.07463  C2 1.099
10 H 1.98625 -0.92211 1.50091  C2 1.100
11 H -0.74067 -0.34650 0.80246  N3 1.014
12 H -0.10180 -2.42798 -0.28970  C4 1.089
13 H 1.40396 -1.63505 -0.67868  C4 1.087
14 H 0.48323 -0.16915 -2.21924  C5 1.088
15 H -0.18197 -1.68744 -2.58854  C5 1.087
16 H -1.89031 -0.23042 -2.92669  C6 1.078
17 H -2.36381 -1.06060 -1.49226  C6 1.076
18 H -0.96074 1.88726 -1.59710  S7 1.338
19 O 2.77985 1.60144 0.72208  H20 0.961, H21 0.962
20 H 2.78828 0.70391 1.06479  O19 0.961
21 H 1.88382 1.76623 0.41282  O19 0.962

(B)
Formula: C4H13NO2S
Source: OMol25
Level of theory: ωB97M-V/def2-TZVPD

Results
Frontier orbital gap = 9.61 eV
SMILES = C[C@@H](CS)NCO.O
Lowest unoccupied orbital energy = 0.68 eV

Last columns: bonded neighbours and bond lengths (Å).
Positions of all 21 atoms, in Å:
1 C 1.37091 0.24223 -0.48156  C2 1.484, H8 1.151, H9 1.209, H10 1.181
2 C 0.25949 -0.40827 -1.21967  C1 1.484, C3 1.558, N5 1.561, H11 1.111
3 C 0.67868 -1.78158 -1.82503  C2 1.558, S4 1.845, H12 1.228, H13 1.107
4 S 1.15504 -3.01217 -0.53570  C3 1.845, H14 1.327
5 N -0.96694 -0.73218 -0.30996  C2 1.561, C6 1.436, H15 1.104
6 C -1.97375 0.24496 -0.61665  N5 1.436, O7 1.459, H16 1.154, H17 1.104
7 O -1.61604 1.47632 0.08012  C6 1.459, H18 0.965
8 H 1.59204 1.30113 -0.87527  C1 1.151
9 H 1.22558 0.51476 0.68767  C1 1.209
10 H 2.45233 -0.22778 -0.54229  C1 1.181
11 H -0.20246 0.20045 -2.02619  C2 1.111
12 H 1.57526 -1.56287 -2.63544  C3 1.228
13 H -0.04445 -2.39016 -2.40185  C3 1.107
14 H 0.29417 -2.82864 0.45752  S4 1.327
15 H -0.66880 -0.71929 0.75328  N5 1.104
16 H -2.92163 -0.15588 -0.09473  C6 1.154
17 H -2.31959 0.63782 -1.58824  C6 1.104
18 H -0.67298 1.65612 -0.02231  O7 0.965
19 O 0.47521 2.55157 4.14181  H20 0.907, H21 0.910
20 H 0.59486 2.93681 4.95408  O19 0.907
21 H -0.28693 2.05665 4.10042  O19 0.910

Energies in eV, measured from the most stable structure: (A) 0.000; (B) 2.072.

(A)
Formula: C2H9N2O
Source: OMol25
Level of theory: ωB97M-V/def2-TZVPD

Results
Frontier orbital gap = 11.71 eV
Lowest unoccupied orbital energy = -3.38 eV
Net charge = +1

Last columns: bonded neighbours and bond lengths (Å).
Positions of all 14 atoms, in Å:
1 C 0.92031 0.41740 -1.34615  N4 1.470, H5 1.085, H6 1.093, H7 1.079
2 N -1.24722 -1.70478 0.64765  C3 1.322, H8 1.008, H9 1.009
3 C -0.33161 -1.21868 -0.17311  N2 1.322, N4 1.292, H10 1.084
4 N -0.19977 0.03026 -0.47691  C1 1.470, C3 1.292, H11 1.003
5 H 0.70748 0.13100 -2.37106  C1 1.085
6 H 1.83751 -0.08478 -1.02952  C1 1.093
7 H 1.12957 1.47621 -1.32486  C1 1.079
8 H -1.84572 -1.17705 1.26320  N2 1.008
9 H -1.40797 -2.70028 0.62673  N2 1.009
10 H 0.29208 -1.98061 -0.62649  C3 1.084
11 H -0.71836 0.72685 0.02459  N4 1.003
12 H 0.92764 1.60603 1.68320  O14 0.967
13 H -0.06275 2.71411 1.63690  O14 0.967
14 O -0.00118 1.76431 1.46583  H12 0.967, H13 0.967

(B)
Formula: C2H9N2O
Source: OMol25
Level of theory: ωB97M-V/def2-TZVPD

Results
Frontier orbital gap = 11.69 eV
Lowest unoccupied orbital energy = -3.21 eV
Net charge = +1

Last columns: bonded neighbours and bond lengths (Å).
Positions of all 14 atoms, in Å:
1 C -2.00362 -0.75599 -0.00987  N4 1.445, H5 1.094, H6 1.083, H7 1.087
2 N 0.82600 1.52976 0.28484  C3 1.314, H8 1.023, H9 1.003
3 C -0.38058 1.01167 0.24937  N2 1.314, N4 1.308, H10 1.086
4 N -0.65638 -0.23512 -0.03303  C1 1.445, C3 1.308, H11 1.020
5 H -2.24564 -1.28551 0.91684  C1 1.094
6 H -2.75879 0.00426 -0.16575  C1 1.083
7 H -2.20150 -1.56643 -0.70673  C1 1.087
8 H 1.58596 0.92822 -0.04281  N2 1.023
9 H 0.87143 2.52431 0.40344  N2 1.003
10 H -1.25549 1.64946 0.33289  C3 1.086
11 H 0.06940 -0.90905 -0.27532  N4 1.020
12 H 2.84803 -0.88341 -1.07638  O14 0.949
13 H 2.92383 -1.25153 0.38421  O14 0.978
14 O 2.37734 -0.76065 -0.26170  H12 0.949, H13 0.978

(C)
Formula: C2H9N2O
Source: OMol25
Level of theory: ωB97M-V/def2-TZVPD

Results
Frontier orbital gap = 10.11 eV
Lowest unoccupied orbital energy = -4.32 eV
Net charge = +1

Last columns: bonded neighbours and bond lengths (Å).
Positions of all 14 atoms, in Å:
1 C -0.68536 1.97979 -0.51960  N4 1.533, H5 1.117, H6 1.121, H7 1.021
2 N 0.94665 -1.24131 -1.48784  C3 1.387, H8 1.000, H9 1.054
3 C 0.67051 -0.01131 -0.90834  N2 1.387, N4 1.309, H10 1.078
4 N -0.21080 0.82045 -1.40360  C1 1.533, C3 1.309, H11 1.080
5 H 0.17765 2.68189 -0.61826  C1 1.117
6 H -0.84107 1.52969 0.49560  C1 1.121
7 H -1.43228 2.49991 -0.98167  C1 1.021
8 H 1.68262 -1.76688 -1.06042  N2 1.000
9 H 0.17182 -1.88773 -1.79137  N2 1.054
10 H 1.07586 0.25518 0.05467  C3 1.078
11 H -0.41408 0.52670 -2.42301  N4 1.080
12 H -0.65486 -1.13638 3.89089  O14 0.944
13 H -0.41774 -2.59050 3.38485  O14 0.994
14 O -0.06891 -1.65951 3.36809  H12 0.944, H13 0.994

Energies in eV, measured from the most stable structure: (A) 0.234; (B) 0.000; (C) 1.454.